Record 1
Here is an isolated molecule of C16H16O4 from OMol25. Energies are from ωB97M-V with the def2-TZVPD basis set.

As for the orbital gap: 8.345 eV. The calculation puts the LUMO energy at 0.37 eV. For the HOMO energy, the calculation gives -7.974 eV. For the energy, the calculation gives -920.26693 a.u. For the energy relative to the best compared isomer or geometry (same formula, charge and spin), the calculation gives 0.0 kJ/mol.

The geometry in ORCA input format:
```
! wB97M-V def2-TZVPD RIJCOSX def2/J DEFGRID3
* xyz 0 1
C -0.9864 -4.4948 2.3010
C -1.7380 -3.2886 2.8581
O -2.6365 -2.7263 1.9253
C -2.1596 -1.9631 0.8990
C -3.1145 -1.5484 -0.0332
C -2.7592 -0.7576 -1.0997
C -1.4347 -0.3523 -1.2731
C -0.4849 -0.7572 -0.3492
C -0.8443 -1.5572 0.7268
H -0.0721 -1.8437 1.4231
H 0.5468 -0.4555 -0.4391
O -1.1915 0.4290 -2.3721
C 0.1297 0.8412 -2.6254
C 0.6798 1.8215 -1.6154
C 2.0491 1.9306 -1.4265
C 2.5564 2.8449 -0.5088
C 1.6879 3.6478 0.2284
C 0.3244 3.5365 0.0396
C -0.1779 2.6317 -0.8810
H -1.2435 2.5437 -1.0324
H -0.3532 4.1558 0.6075
H 2.1043 4.3458 0.9383
C 4.0111 2.9890 -0.2858
O 4.5139 3.7652 0.4881
O 4.7537 2.1591 -1.0382
H 5.6937 2.3047 -0.8488
H 2.7288 1.3085 -1.9890
H 0.7986 -0.0268 -2.7120
H 0.0780 1.3281 -3.6066
H -3.4940 -0.4377 -1.8213
H -4.1364 -1.8627 0.1067
H -1.0375 -2.5300 3.2295
H -2.3747 -3.6024 3.6903
H -0.3714 -4.2099 1.4510
H -1.6960 -5.2499 1.9725
H -0.3497 -4.9191 3.0726
*
```

In elementary charge units, the natural (NBO) charges are: -0.64, -0.06, -0.50, 0.27, -0.22, -0.24, 0.27, -0.30, -0.24, 0.21, 0.22, -0.49, -0.08, -0.06, -0.19, -0.12, -0.18, -0.21, -0.18, 0.23, 0.22, 0.24, 0.77, -0.59, -0.69, 0.50, 0.23, 0.18, 0.21, 0.22, 0.22, 0.17, 0.19, 0.21, 0.21, 0.21

Record 2
Here is a cluster of 3 separate species, C29H51N4O6 in total from OMol25. Energies are from ωB97M-V with the def2-TZVPD basis set.

Its expectation value of S² is 2.009. As for the orbital gap (alpha / beta): 5.009 / 5.701 eV. The calculation puts the LUMO energy (alpha / beta) at -5.24 / -5.24 eV. For the HOMO energy (alpha / beta), the calculation gives -10.247 / -10.939 eV. For the energy, the calculation gives -1805.63456 a.u.

The geometry in ORCA input format:
```
! wB97M-V def2-TZVPD RIJCOSX def2/J DEFGRID3
* xyz 1 3
C 2.6448 -0.3018 -1.1967
C 1.7011 0.8403 -1.7186
N 2.2741 1.5691 -2.9263
C 1.7718 2.9214 -2.8034
C 2.5334 3.9949 -2.1582
N 2.0288 5.2686 -2.0116
C 0.7606 5.5784 -2.4739
C -0.0852 4.5918 -3.1578
C 0.4264 3.2076 -3.3341
C -0.4774 2.1574 -4.0597
O -0.2451 0.9866 -4.1131
O -1.5840 2.7038 -4.6955
C -2.7366 1.8494 -4.6110
O -2.9981 1.3481 -3.3082
C -3.2426 2.3843 -2.3780
C -2.3980 2.3161 -1.0322
O -3.9995 3.2906 -2.5751
H 3.5605 0.0687 -0.6720
H 2.8431 -1.0211 -2.0317
H 2.0498 -0.8698 -0.4218
H 0.6717 0.4455 -1.9011
H 1.6304 1.6244 -0.9036
H 3.2904 1.6583 -2.7800
H 3.5448 3.7642 -1.7572
H 2.6302 5.9512 -1.5450
H 0.3735 6.6165 -2.3054
H -1.0940 4.9215 -3.4896
H -2.6637 0.9824 -5.3248
H -3.6216 2.4494 -4.9709
H -1.5448 1.5831 -1.1177
H -2.0290 3.3428 -0.7847
H -3.0848 1.9658 -0.2202
C 2.1395 2.8284 4.2985
C 2.1226 1.3158 3.9850
C 2.0655 0.4929 5.2852
C 3.3984 0.3946 6.0145
C 4.4872 -0.1038 5.0726
C 4.6115 0.7520 3.8025
N 3.2923 0.9650 3.1222
O 2.9871 -0.1564 2.4755
C 5.2630 2.1056 4.1663
C 5.6426 0.0945 2.8628
C 0.7654 1.1300 3.2701
H 3.0549 3.1825 4.7612
H 1.9908 3.4132 3.3856
H 1.3337 3.0862 4.9888
H 1.7304 -0.5258 5.0580
H 1.3150 0.9115 5.9609
H 3.6662 1.3656 6.4443
H 3.3026 -0.2938 6.8579
H 5.4432 -0.1199 5.6033
H 4.2701 -1.1442 4.8053
H 5.1672 2.8244 3.3489
H 6.3296 1.9810 4.3631
H 4.8612 2.5511 5.0750
H 5.3828 -0.9330 2.6036
H 6.6232 0.0499 3.3404
H 5.7526 0.6662 1.9364
H 0.7479 1.6516 2.3084
H -0.0430 1.5380 3.8807
H 0.5244 0.0805 3.0937
C -4.1539 -1.6790 -1.8135
C -3.0255 -2.5394 -1.2069
C -2.0568 -3.0274 -2.3002
C -2.5880 -4.1955 -3.1209
C -3.0357 -5.3299 -2.2084
C -4.0617 -4.8770 -1.1580
N -3.6166 -3.6566 -0.4118
O -2.7034 -4.0384 0.4759
C -5.4206 -4.6281 -1.8512
C -4.3505 -6.0574 -0.2087
C -2.2571 -1.5184 -0.3506
H -4.8611 -2.2293 -2.4257
H -4.7277 -1.1823 -1.0254
H -3.7409 -0.9001 -2.4569
H -1.1132 -3.3418 -1.8380
H -1.8017 -2.2019 -2.9715
H -3.4098 -3.8623 -3.7637
H -1.8044 -4.5553 -3.7932
H -3.4578 -6.1359 -2.8152
H -2.1527 -5.7516 -1.7145
H -6.1101 -4.0960 -1.1920
H -5.8961 -5.5731 -2.1207
H -5.3366 -4.0798 -2.7887
H -3.4512 -6.4374 0.2785
H -4.7769 -6.8977 -0.7604
H -5.0678 -5.7734 0.5660
H -2.8711 -1.1566 0.4788
H -1.9800 -0.6530 -0.9582
H -1.3296 -1.9185 0.0635
*
```

In elementary charge units, the Mulliken charges are: -1.29, 0.22, -0.28, 0.06, -0.23, 0.02, -0.49, -0.70, 0.50, 0.75, -0.54, -0.41, -0.41, -0.17, 0.65, -0.55, -0.53, 0.37, 0.36, 0.32, -0.08, 0.23, 0.45, 0.38, 0.31, 0.38, 0.46, 0.29, 0.32, -0.12, 0.33, 0.38, -1.66, 1.81, -1.30, -0.50, -1.24, 1.73, 0.44, -0.57, -1.83, -1.85, -1.98, 0.31, 0.36, 0.41, 0.36, 0.42, 0.30, 0.40, 0.36, 0.38, 0.38, 0.47, 0.36, 0.35, 0.45, 0.42, 0.44, 0.39, 0.39, -1.39, 1.97, -1.09, -0.62, -1.27, 1.64, 0.41, -0.57, -1.82, -1.79, -1.64, 0.22, 0.43, 0.06, 0.44, 0.20, 0.30, 0.41, 0.38, 0.38, 0.38, 0.48, 0.36, 0.36, 0.43, 0.44, 0.53, -0.03, 0.43

Record 3
Here is a structure of composition C6H12CoF5N3O2 from OMol25. Energies are from ωB97M-V with the def2-TZVPD basis set.

Its expectation value of S² is 0.793. As for the orbital gap (alpha / beta): 8.332 / 9.306 eV. The calculation puts the LUMO energy (alpha / beta) at -0.55 / 0.46 eV. For the HOMO energy (alpha / beta), the calculation gives -8.881 / -8.845 eV. For the energy, the calculation gives -2432.58239 a.u. For the energy relative to the best compared isomer or geometry (same formula, charge and spin), the calculation gives 108.7 kJ/mol.

The geometry in ORCA input format:
```
! wB97M-V def2-TZVPD RIJCOSX def2/J DEFGRID3
* xyz 0 2
Co -0.8171 -0.1451 -0.7326
N 1.1093 -0.8024 -1.4230
C 2.2875 -0.3428 -0.6678
C 1.9036 0.1456 0.7297
C 1.3999 -0.9466 1.6891
C 0.0441 -0.5849 2.3005
N -1.0352 -0.7180 1.3103
H 1.0163 -1.8136 -1.3485
H 1.2142 -0.5815 -2.4112
H 2.7359 0.4983 -1.2006
H 3.0303 -1.1448 -0.5985
H 1.1176 0.8938 0.6005
H 2.7710 0.6524 1.1556
H 2.1149 -1.0859 2.5016
H 1.2976 -1.9051 1.1759
H 0.0648 0.4498 2.6495
H -0.1527 -1.2377 3.1624
H -1.8826 -0.2808 1.6719
H -1.2292 -1.7133 1.1833
O -1.1929 -2.5465 -0.9267
N -1.9950 -2.2601 -1.8305
O -2.1518 -1.0571 -2.0627
F 0.1333 2.6195 -0.7752
C -0.8847 1.8241 -1.2915
F -0.8513 2.0832 -2.6444
C -2.1876 2.3909 -0.7272
F -3.2596 1.9250 -1.3699
F -2.3108 1.9608 0.5633
F -2.2899 3.7217 -0.6833
*
```

In elementary charge units, the natural (NBO) charges are: 1.08, -0.88, -0.22, -0.42, -0.42, -0.21, -0.93, 0.40, 0.40, 0.21, 0.19, 0.21, 0.22, 0.22, 0.20, 0.20, 0.19, 0.40, 0.41, -0.58, 0.34, -0.54, -0.37, 0.32, -0.35, 0.89, -0.31, -0.35, -0.31